Below is the ion C12H21OS with charge +1 in a non-equilibrium geometry, with properties calculated with wB97M-V/def2-TZVPD.

Each line ends with the Löwdin charge.
Atoms and positions in Å:
C (0.412226, 1.947323, -0.449821)  -0.03
C (-0.506339, 0.973323, -0.631292)  -0.01
C (1.572657, 2.044086, 0.477545)  -0.13
C (-0.839478, -0.357035, -0.174903)  -0.17
C (-2.555322, -1.887149, 0.853707)  -0.03
C (-3.004413, -0.762476, -1.326419)  -0.01
C (-2.964170, 0.572118, 0.814513)  -0.02
C (3.728934, -1.140814, 0.522268)  -0.12
C (2.636825, -0.048414, -1.437477)  -0.09
C (1.942450, 0.593108, 0.980871)  -0.13
C (-2.338118, -0.599933, 0.051980)  -0.52
C (2.440370, -0.520210, -0.009169)  -0.65
O (-0.182879, -1.452754, -0.055693)  -0.37
S (1.330591, -2.141895, -0.110978)  1.12
H (0.251203, 2.844211, -1.036215)  0.13
H (-1.321513, 1.293306, -1.277779)  0.13
H (1.302930, 2.643205, 1.346299)  0.13
H (-2.040227, -1.838950, 1.810038)  0.10
H (-3.616294, -2.014851, 1.049839)  0.10
H (-2.205735, -2.760795, 0.310364)  0.09
H (-2.501548, -1.524376, -1.917292)  0.10
H (-3.012935, 0.168368, -1.887702)  0.09
H (-4.034153, -1.074956, -1.176599)  0.10
H (-2.909402, 1.506856, 0.266097)  0.09
H (-2.480639, 0.705708, 1.778682)  0.10
H (-4.014045, 0.352144, 0.988996)  0.10
H (4.530248, -0.404454, 0.513380)  0.10
H (3.605468, -1.500766, 1.540978)  0.09
H (4.037640, -1.978050, -0.102364)  0.08
H (2.981066, -0.869671, -2.063347)  0.09
H (3.401370, 0.727324, -1.460854)  0.10
H (1.727836, 0.357913, -1.874344)  0.07
H (1.075172, 0.219616, 1.531088)  0.11
H (2.737391, 0.715017, 1.717382)  0.12
H (2.411754, 2.523748, -0.022107)  0.12

Atoms 1-2, force components in eV/Å:
-0.2 0.0 0.1
0.6 0.6 -0.4

* calculated total energy: -942.9385 hartree
* LUMO level (spin up / spin down): -0.1755 / -0.1755 hartree
* energy relative to the best compared isomer or geometry (same formula, charge and spin): 25.97 kcal per mole
* charge: +1
* orbital gap (spin up / spin down): 8.37 / 8.38 eV
* HOMO energy (spin up / spin down): -13.150 / -13.150 eV